# 1
Formula: C3H14N2O2
Source: OMol25
Level of theory: ωB97M-V/def2-TZVPD

Last column: Löwdin charge in e.
Cartesian coordinates (Å):
N -2.09 -1.35 1.63  -0.08
C -1.35 -2.46 1.03  -0.32
C 0.16 -2.10 0.81  -0.26
C 0.58 -0.77 0.14  -0.25
N -0.64 0.03 -0.45  -0.02
H -1.39 -0.80 2.22  0.11
H -2.83 -0.81 1.06  0.11
H -1.31 -3.36 1.86  0.13
H -1.63 -2.99 0.08  0.11
H 0.53 -2.85 0.10  0.09
H 0.76 -2.11 1.84  0.13
H 1.07 -0.15 0.96  0.08
H 1.50 -0.84 -0.67  0.14
H -1.56 -0.11 0.02  0.03
H -0.67 0.07 -1.42  0.01
H 3.79 1.01 1.28  -0.01
H 4.60 2.21 1.84  0.00
O 4.08 1.48 2.00  0.01
H -2.15 4.31 -4.71  0.05
H -0.74 4.24 -3.80  0.05
O -1.23 3.95 -4.61  -0.11

As for the SMILES: NCCCN.O.O. The value obtained for the frontier orbital gap is 9.50 eV. The total energy is -382.5784 hartree.

***

# 2
Formula: C9H14
Source: OMol25
Level of theory: ωB97M-V/def2-TZVPD

Last column: Löwdin charge in e.
Cartesian coordinates (Å):
C 1.90 1.07 -0.89  -0.18
C 2.95 0.04 -0.45  -0.17
H 1.77 1.80 0.00  0.10
H 2.11 1.60 -1.79  0.05
H 0.95 0.66 -1.13  -0.02
H 2.94 -0.08 0.73  0.10
H 4.00 0.26 -0.62  0.05
H 2.56 -0.93 -0.93  0.07
C -0.40 -1.62 -1.21  -0.07
C -1.42 0.58 -0.51  -0.08
C -0.99 -0.70 -0.20  -0.38
C -1.99 1.40 0.44  -0.10
C -1.99 0.92 1.76  -0.14
C -1.38 -1.19 0.98  -0.09
C -1.60 -0.38 2.14  -0.07
H -1.22 0.95 -1.52  0.12
H -2.14 2.50 0.38  0.11
H -1.33 -2.20 -1.43  0.10
H 0.32 -2.28 -0.67  0.08
H -2.06 1.76 2.60  0.13
H -1.55 -2.34 1.17  0.15
H -1.62 -0.70 3.23  0.12
H 0.21 -1.12 -2.11  0.12

As for the SMILES: Cc1ccccc1.CC. The value obtained for the frontier orbital gap is 9.87 eV. The total energy is -351.2419 hartree.

***

# 3
Formula: C36H44Ge2MnN9S2Se
Source: OMol25
Level of theory: ωB97M-V/def2-TZVPD

Last column: Löwdin charge in e.
Cartesian coordinates (Å):
Mn -0.13 -0.51 -0.73  0.36
C -0.74 2.82 4.00  -0.24
Ge -1.34 1.65 2.51  0.70
C -2.45 2.79 1.33  -0.24
C -2.64 0.37 3.27  -0.25
Ge 0.56 0.59 1.33  0.86
C 1.61 -0.20 2.82  -0.33
C 2.96 -0.54 2.71  -0.12
C 3.67 -1.08 3.77  -0.08
C 3.03 -1.31 4.99  -0.10
C 1.69 -0.99 5.12  -0.09
C 0.99 -0.45 4.05  -0.15
C 1.67 2.18 0.80  -0.32
C 2.97 2.04 0.32  -0.11
C 3.73 3.14 -0.06  -0.08
C 3.21 4.42 0.03  -0.12
C 1.91 4.59 0.50  -0.12
C 1.16 3.48 0.87  -0.14
H -1.61 3.25 4.49  0.02
H -0.11 3.62 3.62  0.00
H -0.17 2.25 4.73  0.01
H -3.40 3.00 1.84  0.02
H -2.68 2.27 0.40  -0.01
H -1.97 3.73 1.08  0.00
H -3.55 0.91 3.52  0.03
H -2.27 -0.12 4.18  0.01
H -2.90 -0.40 2.54  -0.02
H 3.48 -0.38 1.77  0.08
H 4.72 -1.32 3.65  0.10
H 3.58 -1.73 5.82  0.10
H 1.19 -1.17 6.07  0.10
H -0.05 -0.20 4.19  0.05
H 3.41 1.06 0.22  0.08
H 4.75 3.00 -0.43  0.10
H 3.81 5.28 -0.24  0.10
H 1.49 5.58 0.60  0.10
H 0.15 3.64 1.23  0.05
C 4.47 -1.81 -1.55  -0.10
C 3.87 -0.80 -2.28  -0.13
C 2.58 -0.39 -1.99  -0.17
C 1.84 -0.95 -0.94  -0.33
C 2.48 -1.96 -0.20  -0.20
C 3.77 -2.39 -0.50  -0.09
H 5.48 -2.14 -1.78  0.10
H 4.42 -0.32 -3.09  0.10
H 2.14 0.41 -2.57  0.08
H 1.97 -2.41 0.64  0.06
H 4.22 -3.17 0.10  0.10
N -1.23 5.66 -2.89  0.17
C -0.47 4.58 -2.61  -0.49
N 0.87 4.76 -2.51  0.19
N -1.06 3.43 -2.49  0.14
C -0.49 2.32 -2.16  -0.27
N -0.05 1.29 -1.88  0.11
H -0.81 6.51 -3.22  0.11
H -2.20 5.49 -3.08  0.11
H 1.22 5.69 -2.36  0.11
H 1.40 4.03 -2.05  0.09
C -1.09 -2.59 2.48  -0.03
N -2.20 -2.98 1.64  -0.05
C -2.10 -3.33 0.34  -0.74
Se -0.58 -3.45 -0.67  0.69
N -3.35 -3.58 -0.10  0.13
C -4.28 -3.40 0.92  -0.22
C -5.65 -3.53 0.96  -0.03
C -6.27 -3.25 2.17  -0.09
C -5.54 -2.85 3.29  -0.08
C -4.16 -2.72 3.24  -0.02
C -3.54 -3.01 2.03  -0.18
H -0.23 -3.23 2.25  0.08
H -1.36 -2.71 3.52  0.10
H -0.81 -1.55 2.29  0.03
H -3.55 -3.77 -1.07  0.16
H -6.22 -3.82 0.08  0.12
H -7.35 -3.33 2.24  0.10
H -6.06 -2.63 4.21  0.10
H -3.60 -2.39 4.10  0.11
C -0.35 -0.48 -6.49  -0.06
N 0.53 -1.21 -5.61  -0.17
C 1.72 -1.87 -6.12  -0.11
C 2.31 -2.53 -4.86  -0.12
N 1.20 -2.43 -3.93  0.04
C 0.22 -1.60 -4.36  -0.80
S -1.12 -1.16 -3.47  0.65
H 0.21 0.30 -7.01  0.09
H -1.13 -0.02 -5.89  0.05
H -0.81 -1.14 -7.23  0.09
H 2.40 -1.14 -6.55  0.12
H 1.47 -2.60 -6.89  0.12
H 3.18 -2.00 -4.49  0.09
H 2.58 -3.57 -5.03  0.12
H 1.28 -2.65 -2.95  0.09
S -4.75 -0.20 -0.04  0.61
C -3.15 -0.28 -0.22  -0.93
N -1.98 -0.34 -0.31  -0.07

The value obtained for the frontier orbital gap (spin up / spin down) is 6.96 / 7.34 eV. As for the multiplicity: 5. As for the expectation value of S²: 6.222. The total energy is -10393.7622 hartree.

***

# 4
Formula: C4H9NO
Source: OMol25
Level of theory: ωB97M-V/def2-TZVPD

Last column: Löwdin charge in e.
Cartesian coordinates (Å):
C -0.77 -1.48 -0.53  -0.12
C -0.32 -0.65 0.63  -0.16
C -1.04 -0.44 1.73  -0.18
N -0.37 0.18 2.83  -0.03
C -0.09 -0.53 3.82  -0.07
H -0.06 -2.24 -0.85  0.07
H -1.68 -2.03 -0.27  0.07
H -1.03 -0.92 -1.44  0.07
H 0.53 -0.02 0.39  0.10
H -2.11 -0.31 1.88  0.12
H 0.42 -0.12 4.68  0.06
H -0.42 -1.57 3.93  0.08
H 2.16 3.09 -4.89  0.04
H 2.34 3.29 -6.38  0.03
O 2.44 3.75 -5.54  -0.07

As for the SMILES: C=N/C=C/C.O. The value obtained for the frontier orbital gap is 9.43 eV. The total energy is -287.7219 hartree.

***

# 5
Formula: C26H19N3O5S
Source: OMol25
Level of theory: ωB97M-V/def2-TZVPD

Last column: Löwdin charge in e.
Cartesian coordinates (Å):
C -2.62 -2.40 2.39  0.04
C -1.45 -2.70 2.94  -0.10
C -0.20 -2.28 2.25  -0.12
C 0.55 -1.24 2.73  -0.21
O 0.18 -0.63 3.90  0.06
C 1.74 -0.80 2.06  -0.14
N 2.54 0.30 2.54  0.04
C 2.03 1.58 2.07  -0.42
C 2.94 2.23 1.07  0.02
O 1.01 2.09 2.45  0.14
C 2.87 0.28 3.95  -0.45
C 4.02 -0.64 4.26  0.02
O 2.34 0.95 4.78  0.13
C 2.15 -1.41 0.92  0.06
C 1.41 -2.49 0.39  -0.37
N 1.68 -3.18 -0.72  -0.22
S 0.54 -4.29 -0.83  1.02
N -0.35 -3.98 0.46  -0.20
C 0.24 -2.93 1.06  -0.33
H -3.52 -2.27 2.97  0.06
H -2.64 -2.24 1.32  0.07
H -1.37 -3.28 3.86  0.11
H -0.35 0.16 3.73  0.11
H 2.44 3.06 0.58  0.09
H 3.25 1.46 0.36  0.08
H 3.85 2.54 1.58  0.10
H 3.91 -1.60 3.75  0.09
H 4.94 -0.19 3.87  0.09
H 4.11 -0.76 5.33  0.09
H 3.05 -1.07 0.42  0.13
C -1.08 -0.09 -6.28  -0.06
C -1.76 1.10 -6.51  -0.06
C -2.15 1.89 -5.44  0.00
C -1.87 1.50 -4.14  -0.08
C -1.20 0.29 -3.91  -0.08
C -0.80 -0.49 -4.99  0.00
C -0.92 -0.18 -2.53  -0.27
O -0.33 -1.23 -2.33  0.09
C -1.38 0.67 -1.40  -0.07
C -1.18 0.22 -0.10  0.01
C -1.60 0.99 0.97  -0.05
C -2.21 2.22 0.75  -0.04
C -2.42 2.67 -0.54  0.00
C -2.02 1.89 -1.62  -0.08
C -2.28 2.37 -3.01  -0.28
O -2.81 3.44 -3.21  0.11
H -0.77 -0.70 -7.12  0.11
H -1.99 1.41 -7.52  0.11
H -2.68 2.82 -5.61  0.12
H -0.27 -1.42 -4.80  0.12
H -0.70 -0.73 0.07  0.10
H -1.44 0.64 1.98  0.09
H -2.53 2.82 1.59  0.11
H -2.90 3.62 -0.73  0.12

The value obtained for the frontier orbital gap is 7.90 eV. The total energy is -1940.8256 hartree.

***

# 6
Formula: C60H62N16O14
Source: OMol25
Level of theory: ωB97M-V/def2-TZVPD

Last column: Löwdin charge in e.
Cartesian coordinates (Å):
C -4.55 1.14 1.20  -0.08
C -4.02 0.22 2.19  -0.28
N -3.54 -0.56 2.93  0.12
H -4.35 2.17 1.47  0.08
H -5.63 1.02 1.27  0.08
H -4.19 0.94 0.19  0.08
C -0.05 8.92 -2.36  -0.07
C -0.96 9.90 -3.02  -0.28
N -1.66 10.62 -3.56  0.11
H 0.01 9.30 -1.34  0.07
H 0.96 8.78 -2.76  0.08
H -0.53 7.94 -2.31  0.08
C -0.18 1.56 5.81  -0.07
C 1.12 1.38 5.20  -0.30
N 2.15 1.34 4.70  0.12
H -0.05 2.38 6.52  0.08
H -0.70 0.67 6.19  0.08
H -0.78 2.00 5.02  0.08
C -1.76 -8.87 -6.80  -0.08
C -1.50 -7.67 -5.98  -0.27
N -1.28 -6.75 -5.32  0.12
H -2.82 -9.09 -6.82  0.08
H -1.25 -9.78 -6.49  0.08
H -1.36 -8.77 -7.81  0.08
C 2.12 1.80 -7.05  -0.07
C 3.36 1.65 -7.80  -0.29
N 4.35 1.56 -8.38  0.12
H 1.48 0.96 -7.34  0.08
H 1.59 2.70 -7.37  0.08
H 2.31 1.78 -5.98  0.08
C -7.38 4.86 0.05  -0.06
C -6.24 5.14 -0.87  -0.28
N -5.37 5.30 -1.62  0.11
H -7.14 5.31 1.01  0.08
H -7.61 3.79 0.09  0.08
H -8.22 5.41 -0.37  0.08
C 5.81 -1.10 0.59  -0.07
C 5.27 -1.57 -0.69  -0.29
N 4.86 -2.01 -1.68  0.11
H 6.30 -0.15 0.40  0.08
H 6.53 -1.85 0.91  0.08
H 5.03 -1.06 1.35  0.09
C 2.28 -3.68 -6.42  -0.08
C 3.10 -4.83 -6.48  -0.30
N 3.79 -5.75 -6.49  0.13
H 1.38 -3.73 -7.04  0.08
H 2.91 -2.86 -6.75  0.08
H 1.92 -3.44 -5.42  0.09
C -3.31 7.36 -7.71  -0.07
C -2.00 7.02 -7.19  -0.30
N -0.99 6.75 -6.77  0.12
H -4.07 6.73 -7.25  0.08
H -3.44 7.22 -8.79  0.08
H -3.46 8.40 -7.41  0.09
C 2.78 6.74 5.16  -0.12
C 2.70 6.79 3.81  -0.06
C 1.39 6.84 3.28  -0.02
C 0.22 6.88 4.02  -0.13
C 0.37 6.79 5.44  0.02
C 1.70 6.66 5.99  -0.06
N -1.08 6.85 3.27  -0.31
O -1.88 5.93 3.57  0.06
O -1.17 7.59 2.27  0.06
H 3.78 6.81 5.57  0.11
H 3.53 6.69 3.14  0.12
H 1.42 6.84 2.20  0.11
H -0.50 6.71 6.07  0.11
H 1.95 6.50 7.02  0.11
C -0.69 2.13 -2.52  -0.05
C -1.04 0.87 -3.10  -0.08
C -0.78 -0.31 -2.42  0.01
C -0.07 -0.28 -1.14  -0.09
C 0.24 0.99 -0.64  -0.03
C 0.00 2.10 -1.33  -0.11
N 0.16 -1.54 -0.41  -0.34
O 0.94 -1.42 0.55  0.05
O -0.39 -2.59 -0.65  0.09
H -1.05 3.02 -3.02  0.11
H -1.64 0.92 -4.00  0.10
H -1.06 -1.23 -2.91  0.11
H 0.83 1.08 0.26  0.12
H 0.28 3.09 -1.02  0.11
C -1.63 -7.61 4.13  -0.07
C -2.94 -7.24 4.33  -0.08
C -3.51 -7.32 5.60  0.00
C -2.85 -8.03 6.62  -0.12
C -1.56 -8.60 6.40  0.01
C -0.94 -8.30 5.16  -0.05
N -3.51 -8.36 7.93  -0.33
O -2.99 -9.18 8.69  0.05
O -4.60 -7.88 8.25  0.06
H -1.09 -7.41 3.22  0.11
H -3.46 -6.76 3.51  0.11
H -4.51 -6.96 5.75  0.11
H -1.12 -9.22 7.17  0.11
H 0.05 -8.64 4.93  0.10
C 3.51 -9.03 -0.88  -0.07
C 3.35 -7.66 -0.78  -0.07
C 3.81 -6.96 0.31  -0.02
C 4.41 -7.63 1.33  -0.13
C 4.56 -9.02 1.26  -0.01
C 4.13 -9.73 0.15  -0.07
N 4.96 -6.85 2.49  -0.36
O 5.42 -7.46 3.46  0.06
O 5.05 -5.69 2.32  0.10
H 3.25 -9.51 -1.81  0.11
H 2.86 -7.16 -1.60  0.11
H 3.65 -5.89 0.33  0.12
H 5.00 -9.63 2.04  0.11
H 4.29 -10.80 0.11  0.11
C 0.40 -2.99 8.08  -0.10
C 0.58 -2.62 9.40  -0.07
C 1.85 -2.48 9.97  0.01
C 2.99 -2.62 9.13  -0.10
C 2.78 -2.92 7.75  0.01
C 1.49 -3.13 7.30  -0.09
N 4.39 -2.38 9.59  -0.39
O 5.22 -2.19 8.75  0.08
O 4.61 -2.27 10.75  0.10
H -0.60 -3.18 7.71  0.11
H -0.33 -2.45 9.96  0.10
H 1.96 -2.11 10.98  0.11
H 3.59 -2.95 7.05  0.12
H 1.29 -3.43 6.28  0.11
C 8.41 3.96 -5.35  -0.05
C 8.82 3.46 -4.12  -0.07
C 8.08 3.88 -3.05  0.00
C 6.94 4.77 -3.14  -0.11
C 6.64 5.30 -4.37  -0.04
C 7.43 4.98 -5.43  -0.07
N 6.03 4.95 -1.99  -0.33
O 6.33 4.38 -0.92  0.04
O 5.07 5.71 -2.00  0.06
H 8.87 3.57 -6.24  0.11
H 9.65 2.77 -4.14  0.11
H 8.41 3.50 -2.09  0.11
H 5.83 6.00 -4.55  0.12
H 7.10 5.42 -6.36  0.11
C -7.85 2.10 -4.05  -0.07
C -8.60 3.02 -4.78  -0.08
C -9.96 3.01 -4.62  -0.01
C -10.69 1.96 -3.98  -0.12
C -9.94 0.97 -3.34  0.01
C -8.55 1.15 -3.32  -0.08
N -12.09 1.75 -4.31  -0.35
O -12.71 0.81 -3.83  0.07
O -12.61 2.53 -5.09  0.07
H -6.77 2.09 -4.00  0.11
H -8.09 3.80 -5.33  0.11
H -10.44 3.79 -5.19  0.11
H -10.40 0.12 -2.86  0.12
H -7.89 0.47 -2.80  0.10

The value obtained for the frontier orbital gap is 8.89 eV. The total energy is -4252.0993 hartree.

***

# 7
Formula: C5H11NO
Source: OMol25
Level of theory: ωB97M-V/def2-TZVPD

Last column: Löwdin charge in e.
Cartesian coordinates (Å):
C 0.14 2.85 -1.15  -0.02
C 0.24 1.47 -0.72  -0.27
N -0.70 0.59 -1.20  -0.10
C -0.48 -0.84 -1.19  -0.26
C 0.84 -2.77 -0.01  0.00
C 0.44 -1.42 -0.13  -0.17
H -0.78 3.12 -1.70  0.04
H 1.03 3.47 -0.70  0.07
H 1.28 1.12 -0.38  0.12
H -1.59 0.91 -0.80  0.13
H -1.56 -1.43 -1.15  0.17
H -0.15 -1.10 -2.22  0.11
H 1.70 -3.09 0.65  0.06
H 0.60 -3.68 -0.59  0.05
H 0.52 -0.69 0.75  0.10
H -0.80 0.68 4.19  -0.01
H -0.60 0.39 2.75  0.04
O -0.13 0.43 3.61  -0.04

As for the SMILES: C=CCNC=C.O. The value obtained for the frontier orbital gap is 8.70 eV. The total energy is -326.9643 hartree.

***

# 8
Formula: C7H11F3N3O2
Source: OMol25
Level of theory: ωB97M-V/def2-TZVPD

Last column: Löwdin charge in e.
Cartesian coordinates (Å):
C -0.20 2.80 0.58  -0.06
C 0.88 0.28 -1.16  -0.04
C -0.11 1.35 0.75  -0.39
C -1.39 -0.44 -0.49  0.08
C -0.14 -0.48 2.44  0.04
C 1.80 -1.00 -2.97  -0.01
C 1.35 -0.40 -4.31  -0.66
N 1.69 1.08 2.42  0.18
N -0.15 0.37 -0.38  0.02
N 0.66 0.69 2.04  -0.24
O -1.25 2.02 0.99  0.07
O 0.85 -0.75 -1.96  0.04
F 2.31 -0.61 -5.18  0.20
F 1.15 0.92 -4.26  0.16
F 0.25 -1.01 -4.71  0.19
H 0.22 3.61 1.28  0.16
H -0.13 3.22 -0.49  0.15
H 1.70 1.08 -1.03  0.23
H -1.23 -1.43 -0.18  0.10
H -2.02 0.07 0.33  0.14
H -1.63 -0.40 -1.49  0.08
H 0.11 -1.25 1.83  0.07
H -1.07 -0.12 2.14  0.06
H -0.05 -0.54 3.45  0.08
H 1.72 -2.06 -3.25  0.16
H 2.88 -0.73 -2.60  0.20

The total charge is +1. The value obtained for the frontier orbital gap (spin up / spin down) is 7.53 / 7.53 eV. The total energy is -887.2287 hartree.